Record 1
A cluster of 2 separate species, C40H49N5O in total. Source: the OMol25 dataset; level of theory: the ωB97M-V functional and the def2-TZVPD basis.

Structure (ORCA input):
```
! RIJCOSX wB97M-V def2-TZVPD def2/J DEFGRID3
* xyz 2 1
O 1.131 -6.267 0.248
N -3.768 2.355 -0.163
N -0.314 3.808 0.593
N -5.843 2.729 -0.699
N 1.765 -4.261 1.216
N 2.038 -2.953 -0.618
C 8.365 -3.310 1.319
C -1.507 -4.477 -0.153
C 6.251 -1.627 2.062
C 7.564 -1.277 2.365
C -2.410 4.959 0.502
C -2.284 2.448 -0.143
C -1.751 3.593 0.731
C -8.996 0.755 -3.808
C -0.025 5.173 1.095
C 4.119 1.222 -0.288
C 0.312 -4.220 -1.883
C -5.838 1.712 0.253
C 4.612 -3.226 1.035
C -2.748 -2.564 0.658
C 1.624 -4.267 -1.116
C 2.150 -2.903 0.860
C 2.455 -0.597 -0.834
C 3.517 -2.522 1.346
C -2.070 -1.744 -0.250
C 3.675 3.432 0.650
C -4.553 1.489 0.599
C 1.480 -5.091 0.162
C 5.960 2.602 0.539
C 5.972 -2.837 1.380
C -1.365 5.948 1.050
C -4.577 3.091 -0.939
C 3.207 2.249 0.076
C 8.631 -2.111 2.004
C -8.678 1.594 -2.572
C -0.787 -3.649 -1.020
C 5.501 1.427 -0.039
C 1.700 -4.706 2.593
C 5.049 3.617 0.881
C 2.273 -1.890 -1.389
C -7.363 2.356 -2.684
C -1.096 -2.290 -1.090
C 7.058 -3.666 1.015
C -2.484 -3.939 0.684
C -7.030 3.202 -1.428
C 3.694 -0.013 -0.893
H -1.931 2.564 -1.187
H -1.950 3.296 1.790
H 2.141 2.132 -0.133
H 1.627 -0.087 -0.318
H 5.418 4.549 1.313
H -9.035 1.372 -4.711
H 6.198 0.631 -0.317
H 2.974 4.233 0.912
H 7.760 -0.340 2.891
H -6.840 4.238 -1.739
H -3.483 -2.134 1.342
H 9.655 -1.834 2.248
H 2.444 -4.713 -1.705
H -9.965 0.263 -3.694
H 7.030 2.738 0.710
H 0.353 5.117 2.137
H -0.562 -1.662 -1.808
H -4.253 3.830 -1.670
H -1.642 6.235 2.072
H 4.486 -0.625 -1.362
H -7.429 3.048 -3.537
H 0.957 -4.110 3.146
H -1.316 6.872 0.466
H 9.190 -3.960 1.025
H 1.416 -2.186 1.267
H -8.242 -0.024 -3.957
H -8.647 0.942 -1.687
H -7.879 3.194 -0.733
H -6.533 1.666 -2.894
H 3.571 -1.585 1.909
H 0.230 3.103 1.084
H -6.738 1.233 0.589
H 1.410 -5.764 2.614
H -9.481 2.323 -2.396
H 0.748 5.704 0.511
H 6.837 -4.593 0.480
H -4.138 0.794 1.310
H 0.066 -5.250 -2.166
H -3.373 5.032 1.022
H -1.289 -5.548 -0.133
H 2.362 -2.081 -2.466
H -2.296 -0.678 -0.312
H 5.430 -0.962 2.336
H 0.459 -3.617 -2.783
H -3.031 -4.594 1.364
H 4.506 -4.167 0.476
H -1.905 1.500 0.272
H -2.603 5.137 -0.565
H 2.677 -4.581 3.081
*
```

Values from the calculation:
electronic energy = -1902.11025 Eh

---

Record 2
An isolated molecule of C5H11NO. Source: the OMol25 dataset; level of theory: the ωB97M-V functional and the def2-TZVPD basis.

Structure (ORCA input):
```
! RIJCOSX wB97M-V def2-TZVPD def2/J DEFGRID3
* xyz 0 1
O -0.074 -1.567 -1.058
N 1.437 0.663 -0.547
C 2.246 1.821 -0.707
C -0.627 -0.741 -0.067
C 0.325 0.710 0.002
C -2.099 -0.563 -0.407
C -0.461 -1.253 1.455
H 0.424 -1.870 1.671
H -0.446 -0.259 1.988
H 3.186 1.617 -0.033
H 0.058 1.472 0.832
H -2.746 -0.770 0.433
H -2.378 0.332 -0.806
H 0.745 -1.048 -1.215
H -1.292 -1.877 1.779
H 2.219 1.889 -1.795
H 1.817 2.757 -0.334
H -2.333 -1.313 -1.191
*
```

Values from the calculation:
energy relative to the best compared isomer or geometry (same formula, charge and spin) = 2.950 eV
structure (SMILES) = C/N=C/C(C)(C)O

---

Record 3
A structure of composition C4H13N2O. Source: the OMol25 dataset; level of theory: the ωB97M-V functional and the def2-TZVPD basis.

Structure (ORCA input):
```
! RIJCOSX wB97M-V def2-TZVPD def2/J DEFGRID3
* xyz 1 1
O 2.356 0.130 0.969
N -0.039 -0.612 -1.332
N 0.048 0.806 0.861
C -1.132 -0.362 -2.269
C 1.189 0.382 1.705
C 0.702 -1.624 -1.504
C -1.220 0.747 1.637
H 0.904 -0.555 2.179
H -1.117 1.248 2.598
H 1.369 1.145 2.461
H -1.160 0.699 -2.515
H 0.636 -2.239 -2.399
H -1.049 -0.943 -3.186
H -0.078 0.094 -0.211
H -1.523 -0.287 1.789
H 1.584 -1.797 -0.892
H 2.441 0.790 0.278
H -2.003 1.229 1.055
H -2.076 -0.617 -1.782
H 0.167 1.765 0.558
*
```

Values from the calculation:
energy relative to the best compared isomer or geometry (same formula, charge and spin) = 2.435 eV